1.
8 unconnected molecules or ions with the total composition C49H112BF3N6O3S in a non-equilibrium geometry, computed with ωB97M-V/def2-TZVPD.

Each line ends with the Löwdin charge.
CARTESIAN COORDINATES (ANGSTROEM)
B (-0.285, 0.569, 0.497)  -0.45
H (-1.076, 0.264, 1.165)  -0.07
H (0.280, -0.279, 0.144)  -0.08
H (-0.694, 1.203, -0.275)  -0.07
H (0.474, 1.106, 1.044)  -0.08
C (-2.343, -2.142, 3.390)  -0.05
C (-0.800, -1.836, 3.264)  -0.21
C (-0.229, -1.138, 4.520)  -0.08
N (1.311, -1.059, 4.522)  -0.21
C (1.945, -2.428, 4.324)  0.00
C (1.719, -0.331, 5.852)  -0.07
C (1.937, 1.127, 5.504)  -0.14
C (1.693, 1.368, 4.000)  -0.10
C (1.903, -0.120, 3.432)  -0.07
H (-2.714, -2.539, 2.445)  0.07
H (-2.963, -1.262, 3.563)  0.05
H (-2.519, -2.856, 4.194)  0.08
H (-0.515, -1.243, 2.395)  0.06
H (-0.371, -2.813, 3.041)  0.08
H (-0.528, -1.615, 5.454)  0.14
H (-0.511, -0.086, 4.480)  0.13
H (2.043, -2.682, 3.269)  0.09
H (1.362, -3.221, 4.791)  0.11
H (2.938, -2.667, 4.705)  0.11
H (2.585, -0.849, 6.265)  0.14
H (0.904, -0.266, 6.573)  0.13
H (2.978, 1.333, 5.756)  0.13
H (1.249, 1.642, 6.175)  0.12
H (2.437, 2.029, 3.555)  0.10
H (0.685, 1.647, 3.691)  0.08
H (2.978, -0.298, 3.461)  0.13
H (1.641, -0.232, 2.379)  0.10
C (-3.260, -1.625, -1.895)  -0.09
C (-4.399, -1.038, -2.766)  -0.19
C (-4.080, -0.179, -4.011)  -0.08
N (-3.189, 1.100, -3.769)  -0.20
C (-1.681, 0.751, -3.760)  0.03
C (-3.328, 2.206, -4.884)  -0.08
C (-3.115, 3.536, -4.195)  -0.13
C (-2.959, 3.236, -2.702)  -0.16
C (-3.639, 1.929, -2.541)  -0.11
H (-2.581, -0.908, -1.432)  0.05
H (-2.527, -2.180, -2.480)  0.06
H (-3.545, -2.330, -1.115)  0.07
H (-5.105, -0.506, -2.128)  0.11
H (-4.914, -1.895, -3.199)  0.12
H (-4.918, 0.094, -4.654)  0.13
H (-3.601, -0.800, -4.768)  0.12
H (-1.591, 0.358, -2.747)  0.07
H (-1.026, 1.622, -3.798)  0.10
H (-1.353, -0.055, -4.416)  0.11
H (-2.624, 2.027, -5.697)  0.14
H (-4.374, 2.154, -5.184)  0.13
H (-2.316, 4.177, -4.568)  0.13
H (-3.993, 4.079, -4.545)  0.13
H (-1.940, 3.114, -2.332)  0.10
H (-3.540, 3.874, -2.036)  0.12
H (-3.278, 1.372, -1.677)  0.12
H (-4.719, 1.872, -2.672)  0.15
C (6.886, -4.719, 1.303)  -0.09
C (5.686, -4.172, 0.557)  -0.23
C (5.732, -4.321, -0.989)  -0.08
N (4.604, -3.580, -1.757)  -0.21
C (4.392, -4.224, -3.144)  0.01
C (4.906, -2.050, -1.880)  -0.08
C (3.628, -1.279, -1.577)  -0.14
C (3.024, -2.173, -0.477)  -0.14
C (3.182, -3.597, -1.079)  -0.08
H (6.972, -5.784, 1.087)  0.08
H (6.729, -4.823, 2.376)  0.09
H (7.866, -4.285, 1.109)  0.09
H (5.735, -3.117, 0.830)  0.10
H (4.784, -4.686, 0.891)  0.11
H (5.644, -5.380, -1.231)  0.14
H (6.615, -3.908, -1.477)  0.14
H (3.796, -3.652, -3.856)  0.12
H (4.146, -5.278, -3.021)  0.10
H (5.342, -4.467, -3.620)  0.11
H (5.279, -1.793, -2.871)  0.14
H (5.743, -1.780, -1.236)  0.13
H (2.863, -1.225, -2.352)  0.12
H (3.936, -0.278, -1.276)  0.12
H (2.030, -1.804, -0.227)  0.09
H (3.580, -1.982, 0.442)  0.11
H (2.459, -3.776, -1.875)  0.10
H (3.217, -4.530, -0.516)  0.12
C (5.000, 5.319, -2.689)  -0.12
C (3.660, 5.088, -3.166)  -0.26
C (2.521, 5.306, -2.137)  -0.05
N (2.322, 4.080, -1.141)  -0.17
C (1.503, 2.976, -1.779)  0.03
C (1.498, 4.664, 0.028)  -0.08
C (1.896, 3.880, 1.310)  -0.14
C (3.145, 3.074, 0.947)  -0.20
C (3.604, 3.617, -0.343)  -0.10
H (5.565, 5.271, -3.621)  0.10
H (5.381, 4.605, -1.960)  0.06
H (5.158, 6.336, -2.330)  0.10
H (3.600, 4.039, -3.455)  0.11
H (3.447, 5.738, -4.014)  0.13
H (1.661, 5.357, -2.805)  0.12
H (2.650, 6.233, -1.578)  0.14
H (0.616, 3.416, -2.234)  0.08
H (1.144, 2.300, -1.003)  0.07
H (2.088, 2.595, -2.615)  0.10
H (0.436, 4.606, -0.210)  0.10
H (1.756, 5.701, 0.242)  0.13
H (1.058, 3.349, 1.763)  0.07
H (2.330, 4.600, 2.004)  0.12
H (2.670, 2.110, 0.764)  0.09
H (3.942, 2.985, 1.685)  0.13
H (4.220, 2.858, -0.826)  0.13
H (4.166, 4.519, -0.102)  0.14
C (-0.378, -3.865, 0.312)  -0.12
C (-0.894, -4.420, -0.929)  -0.25
C (-0.199, -5.802, -1.352)  -0.06
N (-0.962, -6.621, -2.410)  -0.24
C (-1.347, -5.836, -3.652)  0.04
C (-0.129, -7.943, -2.690)  -0.07
C (-0.453, -8.829, -1.561)  -0.18
C (-1.864, -8.527, -1.150)  -0.13
C (-2.274, -7.211, -1.879)  -0.08
H (-0.690, -2.826, 0.411)  0.08
H (0.700, -3.982, 0.418)  0.07
H (-0.841, -4.443, 1.112)  0.09
H (-0.578, -3.734, -1.715)  0.10
H (-1.978, -4.303, -0.939)  0.10
H (-0.174, -6.422, -0.456)  0.13
H (0.810, -5.566, -1.691)  0.11
H (-2.133, -5.156, -3.324)  0.10
H (-1.752, -6.565, -4.354)  0.11
H (-0.425, -5.371, -3.999)  0.11
H (-0.570, -8.300, -3.620)  0.14
H (0.897, -7.637, -2.891)  0.14
H (-0.506, -9.870, -1.880)  0.14
H (0.332, -8.806, -0.805)  0.13
H (-2.479, -9.424, -1.224)  0.13
H (-1.998, -8.307, -0.091)  0.12
H (-2.932, -7.563, -2.673)  0.14
H (-2.828, -6.532, -1.231)  0.13
C (-3.714, 5.315, 5.804)  -0.06
C (-2.866, 4.301, 4.962)  -0.22
C (-3.588, 4.209, 3.666)  -0.17
N (-3.051, 3.186, 2.709)  -0.19
C (-1.494, 3.434, 2.316)  0.06
C (-3.850, 3.225, 1.443)  -0.12
C (-5.163, 2.344, 1.580)  -0.11
C (-4.786, 1.294, 2.632)  -0.14
C (-3.305, 1.630, 3.067)  -0.04
H (-4.779, 5.135, 5.654)  0.08
H (-3.380, 6.352, 5.782)  0.09
H (-3.503, 5.011, 6.829)  0.08
H (-2.907, 3.330, 5.456)  0.11
H (-1.859, 4.623, 4.696)  0.11
H (-3.409, 5.158, 3.161)  0.15
H (-4.637, 3.932, 3.768)  0.14
H (-1.217, 4.412, 1.923)  0.11
H (-1.304, 2.802, 1.448)  0.06
H (-0.837, 3.236, 3.162)  0.08
H (-3.206, 2.879, 0.635)  0.11
H (-4.056, 4.263, 1.178)  0.12
H (-5.373, 1.821, 0.647)  0.11
H (-5.997, 2.930, 1.966)  0.12
H (-4.799, 0.330, 2.124)  0.11
H (-5.466, 1.270, 3.483)  0.12
H (-2.689, 1.162, 2.299)  0.09
H (-2.925, 1.371, 4.055)  0.11
C (-2.363, 7.680, -2.441)  -0.70
F (-1.270, 7.902, -3.222)  0.09
F (-2.744, 8.817, -1.945)  0.19
F (-3.340, 7.152, -3.107)  0.17
S (-1.659, 6.436, -1.164)  0.50
O (-0.847, 5.552, -1.939)  -0.36
O (-0.870, 7.345, -0.282)  -0.34
O (-2.829, 5.750, -0.553)  -0.38

Output
* max |F|: 0.089 hartree/bohr
* total charge: +4
* Kohn-Sham gap: 7.28 eV

---

2.
14 unconnected molecules or ions with the total composition C49H116N14O24 in a non-equilibrium geometry, computed with ωB97M-V/def2-TZVPD.

Each line ends with the Löwdin charge.
CARTESIAN COORDINATES (ANGSTROEM)
C (1.365, -6.072, 3.884)  0.01
C (2.378, -5.028, 4.376)  -0.39
O (3.497, -5.327, 4.716)  0.13
N (1.833, -3.660, 4.537)  0.05
H (1.543, -3.294, 3.539)  0.14
H (1.116, -3.733, 5.259)  0.09
C (2.823, -2.759, 5.118)  -0.02
H (0.277, -5.968, 4.067)  0.06
H (1.765, -7.010, 4.242)  0.08
H (1.337, -6.110, 2.750)  0.09
H (2.912, -2.832, 6.210)  0.11
H (2.428, -1.716, 5.024)  0.11
H (3.788, -2.850, 4.564)  0.10
C (-0.205, 0.996, -10.736)  -0.11
C (-0.391, 0.307, -9.408)  -0.24
C (0.474, 0.809, -8.219)  -0.16
C (0.292, -0.149, -7.053)  -0.13
N (1.026, 0.237, -5.820)  -0.26
C (2.423, 0.820, -6.088)  -0.09
C (3.023, 0.812, -4.742)  -0.18
C (2.490, -0.452, -4.033)  -0.10
C (1.264, -0.894, -4.897)  -0.08
C (0.240, 1.316, -5.151)  0.00
H (-0.116, 2.073, -10.689)  0.07
H (-1.095, 0.730, -11.337)  0.08
H (0.606, 0.520, -11.305)  0.08
H (-0.157, -0.707, -9.583)  0.10
H (-1.409, 0.450, -9.129)  0.10
H (0.237, 1.785, -7.919)  0.10
H (1.486, 0.914, -8.573)  0.11
H (0.637, -1.170, -7.356)  0.15
H (-0.699, -0.218, -6.748)  0.09
H (2.342, 1.830, -6.520)  0.15
H (2.858, 0.095, -6.810)  0.15
H (2.620, 1.705, -4.223)  0.12
H (4.125, 0.834, -4.713)  0.11
H (2.241, -0.159, -3.041)  0.07
H (3.237, -1.257, -3.874)  0.13
H (0.308, -1.102, -4.402)  0.11
H (1.538, -1.686, -5.566)  0.12
H (0.750, 1.506, -4.240)  0.07
H (-0.859, 1.019, -5.001)  0.13
H (0.251, 2.151, -5.820)  0.09
C (7.731, 3.547, 3.264)  -0.13
C (6.668, 3.994, 2.302)  -0.26
C (5.687, 2.904, 1.866)  -0.17
C (6.193, 1.784, 0.928)  -0.08
N (5.512, 0.415, 1.023)  -0.26
C (5.804, -0.240, 2.344)  -0.11
C (5.429, -1.662, 2.173)  -0.12
C (5.816, -1.917, 0.651)  -0.11
C (6.113, -0.541, 0.039)  -0.10
C (4.091, 0.521, 0.741)  0.01
H (7.323, 3.454, 4.258)  0.07
H (8.570, 4.246, 3.377)  0.07
H (8.236, 2.589, 3.000)  0.07
H (7.084, 4.581, 1.428)  0.13
H (6.065, 4.667, 2.938)  0.11
H (4.840, 3.435, 1.433)  0.09
H (5.361, 2.433, 2.814)  0.11
H (7.251, 1.582, 1.174)  0.13
H (6.125, 2.060, -0.094)  0.10
H (5.283, 0.340, 3.061)  0.10
H (6.877, -0.081, 2.492)  0.14
H (4.421, -1.895, 2.450)  0.09
H (6.058, -2.159, 2.881)  0.11
H (4.956, -2.445, 0.132)  0.11
H (6.678, -2.577, 0.410)  0.12
H (5.918, -0.410, -0.999)  0.11
H (7.213, -0.467, 0.089)  0.14
H (3.601, -0.471, 0.776)  0.10
H (4.067, 0.811, -0.338)  0.10
H (3.577, 1.364, 1.216)  0.09
C (-1.284, -3.501, -1.789)  -0.07
C (-0.656, -4.476, -0.728)  -0.19
C (-1.332, -4.412, 0.682)  -0.14
C (-2.886, -4.234, 0.673)  -0.11
N (-3.554, -4.027, 1.984)  -0.27
C (-5.023, -4.092, 1.659)  -0.10
C (-5.652, -3.335, 2.804)  -0.13
C (-4.578, -2.346, 3.290)  -0.11
C (-3.273, -2.645, 2.488)  -0.07
C (-3.196, -5.041, 3.070)  0.06
H (-2.224, -3.782, -2.326)  0.09
H (-0.525, -3.456, -2.553)  0.06
H (-1.435, -2.514, -1.320)  0.06
H (0.391, -4.299, -0.565)  0.08
H (-0.663, -5.487, -1.047)  0.09
H (-0.839, -3.576, 1.162)  0.09
H (-0.942, -5.181, 1.271)  0.08
H (-3.405, -5.096, 0.227)  0.15
H (-3.207, -3.418, 0.092)  0.09
H (-5.310, -5.114, 1.597)  0.12
H (-5.207, -3.477, 0.741)  0.16
H (-5.980, -4.064, 3.518)  0.11
H (-6.557, -2.850, 2.481)  0.12
H (-4.391, -2.299, 4.355)  0.11
H (-4.836, -1.349, 3.043)  0.08
H (-2.331, -2.584, 3.009)  0.13
H (-3.254, -2.053, 1.598)  0.09
H (-3.487, -4.616, 3.992)  0.08
H (-2.071, -5.109, 3.149)  0.11
H (-3.776, -5.958, 2.931)  0.12
C (2.508, 5.775, 1.186)  -0.09
C (2.289, 4.363, 1.861)  -0.19
C (1.880, 3.196, 0.850)  -0.20
C (0.523, 3.349, 0.320)  -0.15
N (-0.335, 2.183, -0.107)  -0.22
C (-0.653, 1.079, 0.964)  -0.02
C (-0.708, -0.234, 0.195)  -0.12
C (-0.313, 0.112, -1.257)  -0.14
C (0.358, 1.429, -1.198)  -0.11
C (-1.598, 2.779, -0.633)  0.04
H (2.932, 6.499, 1.898)  0.07
H (1.574, 6.234, 0.779)  0.08
H (3.223, 5.747, 0.366)  0.07
H (1.411, 4.408, 2.576)  0.11
H (3.062, 4.068, 2.520)  0.07
H (1.882, 2.328, 1.503)  0.08
H (2.601, 3.097, 0.065)  0.08
H (0.603, 3.983, -0.588)  0.15
H (-0.064, 3.973, 1.030)  0.15
H (-1.513, 1.377, 1.507)  0.09
H (0.194, 1.053, 1.661)  0.12
H (-1.702, -0.683, 0.167)  0.09
H (-0.162, -0.978, 0.766)  0.09
H (-1.181, 0.118, -1.906)  0.10
H (0.398, -0.615, -1.655)  0.11
H (0.383, 2.060, -2.105)  0.14
H (1.396, 1.298, -0.891)  0.13
H (-2.055, 2.024, -1.199)  0.08
H (-1.340, 3.662, -1.256)  0.13
H (-2.260, 3.018, 0.157)  0.08
C (-0.702, 2.500, 6.559)  0.01
N (-1.661, 1.491, 5.992)  -0.36
C (-1.087, 0.179, 6.436)  0.01
C (-3.019, 1.583, 6.547)  0.01
C (-1.560, 1.655, 4.559)  -0.12
C (-2.465, 2.810, 4.064)  -0.20
O (-3.866, 2.570, 4.100)  -0.07
H (-0.942, 3.530, 6.397)  0.10
H (0.306, 2.225, 6.152)  0.09
H (-0.665, 2.324, 7.634)  0.11
H (-1.680, -0.733, 6.158)  0.10
H (-0.927, 0.218, 7.479)  0.10
H (-0.143, 0.089, 5.908)  0.09
H (-3.041, 1.533, 7.634)  0.12
H (-3.590, 0.756, 6.089)  0.13
H (-3.507, 2.475, 6.264)  0.08
H (-1.955, 0.728, 4.168)  0.14
H (-0.525, 1.822, 4.240)  0.11
H (-2.226, 2.896, 3.020)  0.09
H (-2.185, 3.793, 4.507)  0.13
H (-4.209, 2.482, 3.211)  0.05
C (-5.054, 1.091, -5.254)  0.06
N (-5.419, 1.003, -3.734)  -0.33
C (-4.265, 1.505, -2.965)  -0.02
C (-6.559, 1.814, -3.366)  -0.01
C (-5.641, -0.466, -3.559)  -0.14
C (-5.965, -1.019, -2.230)  -0.28
O (-4.807, -1.281, -1.550)  -0.07
H (-5.895, 0.810, -5.865)  0.10
H (-4.254, 0.343, -5.372)  0.08
H (-4.626, 2.076, -5.386)  0.10
H (-4.049, 2.606, -3.136)  0.10
H (-3.440, 0.791, -2.998)  0.09
H (-4.640, 1.547, -1.885)  0.11
H (-6.379, 2.779, -2.941)  0.11
H (-7.223, 1.321, -2.669)  0.10
H (-7.128, 2.051, -4.304)  0.12
H (-4.771, -0.948, -4.053)  0.10
H (-6.496, -0.676, -4.191)  0.14
H (-6.497, -1.978, -2.485)  0.14
H (-6.653, -0.410, -1.650)  0.11
H (-4.662, -0.662, -0.787)  0.07
N (2.004, -3.080, 1.249)  -0.57
O (1.354, -2.383, 2.129)  -0.10
O (2.139, -4.249, 1.439)  0.02
O (2.431, -2.502, 0.213)  -0.03
N (-2.321, -1.626, -5.022)  -0.61
O (-3.493, -1.887, -5.275)  -0.03
O (-1.417, -2.199, -5.609)  -0.02
O (-2.019, -0.741, -4.212)  -0.07
N (-2.135, 3.938, -4.620)  -0.63
O (-2.994, 4.187, -3.786)  -0.08
O (-0.982, 3.576, -4.293)  -0.08
O (-2.456, 3.998, -5.807)  -0.04
N (2.478, 1.299, 4.942)  -0.68
O (1.580, 1.456, 4.133)  -0.06
O (2.250, 1.183, 6.131)  -0.03
O (3.624, 1.288, 4.590)  -0.01
N (-4.666, 1.084, 0.929)  -0.59
O (-5.556, 0.872, 0.112)  -0.03
O (-4.342, 2.278, 1.121)  -0.03
O (-4.048, 0.157, 1.433)  -0.02
N (-1.003, -3.583, 5.966)  -0.62
O (-0.012, -3.121, 6.524)  -0.03
O (-0.856, -4.697, 5.437)  -0.05
O (-1.993, -2.927, 5.809)  0.00
N (4.863, 2.384, -2.624)  -0.60
O (5.187, 1.189, -2.799)  -0.07
O (4.562, 2.757, -1.467)  -0.09
O (4.898, 3.201, -3.562)  -0.02

Output
* max |F|: 0.074 hartree/bohr
* Kohn-Sham gap: 8.00 eV

---

Which of these has the lowest max |F|? C49H116N14O24

---

Which value of Kohn-Sham gap does entry 2 give? 8.00 eV